Entry 1:
The following is a DFT calculation (ωB97M-V/def2-TZVPD) of a molecular structure, C22H38Cl3IrN3O3SSi2 at a distorted geometry.

Positions of all 73 atoms, in Å:
Ir 0.447 0.620 -0.137
Cl -2.817 7.334 0.732
C -2.124 5.901 0.137
C -1.350 5.095 0.988
C -0.797 3.940 0.497
Cl 0.231 2.945 1.460
C -1.020 3.476 -0.846
O -0.646 2.352 -1.265
C -1.756 4.384 -1.693
Cl -1.955 3.942 -3.326
C -2.297 5.549 -1.203
H -1.190 5.398 2.012
H -2.862 6.195 -1.859
C 3.213 -1.310 2.975
C 4.118 -1.363 1.736
C 3.837 -0.019 1.070
O 2.447 0.214 1.299
C 2.228 -0.173 2.658
H 3.785 -1.075 3.870
H 2.708 -2.259 3.137
H 3.824 -2.175 1.072
H 5.168 -1.491 1.988
H 4.028 -0.004 -0.001
H 4.411 0.778 1.562
H 1.182 -0.454 2.755
H 2.422 0.701 3.293
C -3.061 0.566 -1.087
Si -2.398 -1.227 -1.314
C -2.932 -2.279 0.176
C -3.076 -1.946 -2.935
C -0.494 -0.910 -1.416
Si 0.496 -2.579 -1.390
C 0.506 -3.218 0.401
C -0.109 -3.788 -2.727
C 2.291 -2.050 -1.819
H -4.108 0.524 -0.806
H -2.970 1.138 -2.003
H -2.504 1.068 -0.306
H -4.015 -2.368 0.194
H -2.616 -1.828 1.112
H -2.536 -3.288 0.133
H -4.138 -1.737 -3.023
H -2.960 -3.022 -2.982
H -2.596 -1.518 -3.808
H -0.343 -0.430 -2.386
H -0.380 -3.788 0.653
H 0.576 -2.373 1.081
H 1.362 -3.863 0.572
H -0.984 -4.349 -2.414
H 0.672 -4.507 -2.959
H -0.358 -3.276 -3.653
H 2.599 -1.221 -1.193
H 2.402 -1.769 -2.859
H 2.950 -2.892 -1.631
C -1.120 -2.001 3.892
N -1.856 -0.777 3.666
C -1.615 0.094 2.675
N -2.397 1.195 2.659
O -0.732 -0.118 1.823
H -1.812 -2.808 4.129
H -0.427 -1.886 4.726
H -0.565 -2.252 2.993
H -2.546 -0.540 4.362
H -3.151 1.316 3.310
H -2.235 1.920 1.984
S 3.994 2.770 -2.614
C 3.056 1.802 -3.674
C 2.071 1.164 -2.993
N 2.054 1.423 -1.658
C 3.000 2.256 -1.325
H 3.282 1.749 -4.720
H 1.330 0.523 -3.434
H 3.160 2.599 -0.324

Orbital gap (spin up / spin down), eV: 8.5894 / 6.0493
DFT total energy, a.u.: -3712.57523
Multiplicity: 6
Total charge: +2
E_HOMO (spin up / spin down), eV: -13.7 / -14.5

Mulliken population analysis, charges in e, atoms 1 to 8: 3.7907 -0.0986 0.3831 -0.5857 0.5524 -0.0516 -0.5766 -0.4126


Entry 2:
The following is a DFT calculation (ωB97M-V/def2-TZVPD) of C7H10N2O3 in the gas phase at a distorted geometry.

Positions of all 22 atoms, in Å:
C 2.520 1.395 0.223
C 2.436 -1.090 -0.066
C 0.377 0.464 -0.301
C 3.052 -1.116 -1.444
C -2.934 1.360 0.764
C -1.870 0.676 -0.172
C 1.730 0.250 0.434
N 3.325 2.160 -0.010
N 1.392 0.159 1.867
O 2.561 -2.017 0.717
O 0.466 0.767 -1.449
O -0.630 0.471 0.495
H 3.803 -0.319 -1.546
H 2.302 -0.656 -2.054
H 3.322 -2.156 -1.686
H -3.587 0.593 1.148
H -2.304 1.872 1.552
H -3.391 1.992 0.139
H -1.630 1.382 -1.045
H -2.386 -0.269 -0.532
H 1.705 -0.789 2.128
H 1.816 0.965 2.332

Orbital gap, eV: 10.2853
DFT total energy, a.u.: -607.90814
E_HOMO, eV: -9.8

natural (NBO) population analysis, charges in e, atoms 1 to 8: 0.2686 0.6347 0.8107 -0.7427 -0.6132 -0.0908 -0.2130 -0.2757


Entry 3:
The following is a DFT calculation (ωB97M-V/def2-TZVPD) of a gas-phase ion, C6H15ClN3 (charge +1) at a distorted geometry.

Positions of all 25 atoms, in Å:
C -1.869 0.971 1.054
C -2.229 0.565 -0.464
C -0.700 0.224 -0.981
C 2.296 0.004 0.057
C 1.181 -2.364 -0.256
C 1.171 -1.008 0.479
N -0.269 -0.356 0.336
N -0.027 1.375 -1.398
N -0.419 0.686 1.232
Cl -3.409 -0.736 -0.466
H -2.149 2.074 1.294
H -2.303 0.282 1.799
H -2.688 1.450 -0.823
H -0.830 -0.520 -1.802
H 2.495 0.779 0.825
H 3.220 -0.522 -0.065
H 2.088 0.597 -0.804
H 1.282 -2.101 -1.333
H 0.130 -2.921 -0.096
H 1.914 -3.077 0.027
H 1.206 -1.298 1.528
H 0.161 1.604 -2.368
H -0.042 2.262 -1.001
H 0.139 1.516 0.997
H -0.350 0.514 2.229

Orbital gap, eV: 10.1859
DFT total energy, a.u.: -861.74009
Total charge: +1
E_HOMO, eV: -13.5

natural (NBO) population analysis, charges in e, atoms 1 to 8: -0.2513 -0.2341 0.0858 -0.6645 -0.6261 -0.0364 -0.2740 -0.8929


- What is the DFT total energy in the first record?
  -3712.57523 a.u.


Please write out number 1 again, unchanged.
The following is a DFT calculation (ωB97M-V/def2-TZVPD) of a molecular structure, C22H38Cl3IrN3O3SSi2 at a distorted geometry.

Positions of all 73 atoms, in Å:
Ir 0.447 0.620 -0.137
Cl -2.817 7.334 0.732
C -2.124 5.901 0.137
C -1.350 5.095 0.988
C -0.797 3.940 0.497
Cl 0.231 2.945 1.460
C -1.020 3.476 -0.846
O -0.646 2.352 -1.265
C -1.756 4.384 -1.693
Cl -1.955 3.942 -3.326
C -2.297 5.549 -1.203
H -1.190 5.398 2.012
H -2.862 6.195 -1.859
C 3.213 -1.310 2.975
C 4.118 -1.363 1.736
C 3.837 -0.019 1.070
O 2.447 0.214 1.299
C 2.228 -0.173 2.658
H 3.785 -1.075 3.870
H 2.708 -2.259 3.137
H 3.824 -2.175 1.072
H 5.168 -1.491 1.988
H 4.028 -0.004 -0.001
H 4.411 0.778 1.562
H 1.182 -0.454 2.755
H 2.422 0.701 3.293
C -3.061 0.566 -1.087
Si -2.398 -1.227 -1.314
C -2.932 -2.279 0.176
C -3.076 -1.946 -2.935
C -0.494 -0.910 -1.416
Si 0.496 -2.579 -1.390
C 0.506 -3.218 0.401
C -0.109 -3.788 -2.727
C 2.291 -2.050 -1.819
H -4.108 0.524 -0.806
H -2.970 1.138 -2.003
H -2.504 1.068 -0.306
H -4.015 -2.368 0.194
H -2.616 -1.828 1.112
H -2.536 -3.288 0.133
H -4.138 -1.737 -3.023
H -2.960 -3.022 -2.982
H -2.596 -1.518 -3.808
H -0.343 -0.430 -2.386
H -0.380 -3.788 0.653
H 0.576 -2.373 1.081
H 1.362 -3.863 0.572
H -0.984 -4.349 -2.414
H 0.672 -4.507 -2.959
H -0.358 -3.276 -3.653
H 2.599 -1.221 -1.193
H 2.402 -1.769 -2.859
H 2.950 -2.892 -1.631
C -1.120 -2.001 3.892
N -1.856 -0.777 3.666
C -1.615 0.094 2.675
N -2.397 1.195 2.659
O -0.732 -0.118 1.823
H -1.812 -2.808 4.129
H -0.427 -1.886 4.726
H -0.565 -2.252 2.993
H -2.546 -0.540 4.362
H -3.151 1.316 3.310
H -2.235 1.920 1.984
S 3.994 2.770 -2.614
C 3.056 1.802 -3.674
C 2.071 1.164 -2.993
N 2.054 1.423 -1.658
C 3.000 2.256 -1.325
H 3.282 1.749 -4.720
H 1.330 0.523 -3.434
H 3.160 2.599 -0.324

Orbital gap (spin up / spin down), eV: 8.5894 / 6.0493
DFT total energy, a.u.: -3712.57523
Multiplicity: 6
Total charge: +2
E_HOMO (spin up / spin down), eV: -13.7 / -14.5

Mulliken population analysis, charges in e, atoms 1 to 8: 3.7907 -0.0986 0.3831 -0.5857 0.5524 -0.0516 -0.5766 -0.4126